1.
Formula: C3HFO3
Source: the OMol25 dataset
Level of theory: ωB97M-V/def2-TZVPD

Positions of all 8 atoms, in Å:
O 2.219 -0.641 -0.013
C 1.141 -0.157 -0.025
O 0.799 1.162 0.010
C -0.569 1.214 0.010
C -1.042 -0.044 -0.018
F -2.245 -0.552 -0.013
O -0.006 -0.931 0.044
H -1.065 2.166 0.001

Forces on atoms 1 to 3 (eV/Å):
O 0.244 0.461 -0.249
C 0.099 -0.579 0.803
O 0.701 -0.792 -0.191

Summary:
E_tot in a.u.: -440.48054
Highest occupied orbital energy in eV: -9.67
Relative energy (zero: lowest compared OMol25 entry of this formula, charge and spin) in kcal per mole: 2.88
SMILES string: O=c1occ(F)o1
Net charge: 0
LUMO level in eV: 0.6

The molecule's natural (NBO) atomic charges, reported in e, are given here: number 1, O, carries -0.540; number 2, C, carries 0.953; number 3, O, carries -0.442; number 4, C, carries -0.075; number 5, C, carries 0.601; number 6, F, carries -0.266; number 7, O, carries -0.461; number 8, H, carries 0.229

=====

2.
Formula: C3HI2NO
Source: the OMol25 dataset
Level of theory: ωB97M-V/def2-TZVPD

Positions of all 8 atoms, in Å:
C -1.198 -0.468 -0.034
C 0.230 -0.199 -0.308
C 0.261 1.128 -0.710
N -1.897 0.538 -0.395
O -0.976 1.535 -0.832
I 1.797 -1.507 0.362
I 3.611 0.329 1.636
H -1.827 -1.356 0.280

Forces on atoms 1 to 3 (eV/Å):
C 0.001 -1.294 0.383
C -1.214 -1.443 1.035
C 2.251 0.374 -0.484

Summary:
E_tot in a.u.: -840.07283
Highest occupied orbital energy (alpha / beta) in eV: -8.25 / -8.25
Relative energy (zero: lowest compared OMol25 entry of this formula, charge and spin) in kcal per mole: 59.81
Net charge: 0
LUMO level (alpha / beta) in eV: -3.7 / -3.7

The molecule's natural (NBO) atomic charges, reported in e, are given here: number 1, C, carries -0.083; number 2, C, carries -0.459; number 3, C, carries 0.089; number 4, N, carries -0.151; number 5, O, carries -0.317; number 6, I, carries 0.661; number 7, I, carries 0.024; number 8, H, carries 0.237